# 1
Entry from the OMol25 dataset: a cluster of 13 separate species, C78H155N13O8 in total in a non-equilibrium geometry (ωB97M-V with the def2-TZVPD basis set).

Last column: Löwdin charge in e.
Positions of all 254 atoms, in Å:
C: 19.375956 17.181085 20.587298  -0.05
C: 19.322621 18.651680 20.098762  -0.25
N: 17.921900 19.064221 20.055937  -0.19
C: 17.554609 19.677176 21.359646  -0.23
C: 16.059690 19.635106 21.603531  -0.06
C: 17.555460 19.940519 18.982567  -0.25
C: 17.597787 19.217854 17.654971  -0.07
H: 20.394606 16.809191 20.817661  0.06
H: 18.862694 16.539398 19.868794  0.06
H: 18.782390 17.218271 21.537067  0.07
H: 19.890461 19.334261 20.738924  0.11
H: 19.679116 18.812783 19.078339  0.08
H: 18.070944 19.003975 22.072635  0.11
H: 18.004149 20.672128 21.430237  0.12
H: 15.645575 18.770682 21.244996  0.03
H: 15.908733 19.912925 22.631384  0.08
H: 15.597233 20.387240 20.981329  0.07
H: 18.066937 20.899742 19.019321  0.11
H: 16.483278 20.136015 19.051708  0.11
H: 17.334443 19.855155 16.766532  0.06
H: 16.829976 18.436369 17.614197  0.05
H: 18.575684 18.807858 17.367089  0.06
C: 22.871431 19.772060 19.598754  -0.08
C: 22.292078 21.151467 19.409603  -0.26
N: 21.551782 21.256689 18.155287  -0.21
C: 22.328334 21.125356 16.981164  -0.28
C: 23.425168 22.188516 16.716068  -0.07
C: 20.769255 22.439394 18.176991  -0.27
C: 19.739481 22.460656 17.028053  -0.08
H: 22.177210 18.971521 19.665122  0.04
H: 23.423829 19.929732 20.528835  0.08
H: 23.633153 19.668079 18.799606  0.07
H: 21.669368 21.457521 20.281673  0.13
H: 23.148528 21.783194 19.386979  0.09
H: 22.931283 20.109450 16.995554  0.12
H: 21.619578 21.020543 16.097499  0.09
H: 24.049607 22.440785 17.643268  0.09
H: 24.021016 21.790877 15.944240  0.04
H: 22.964950 23.177856 16.423481  0.08
H: 21.408259 23.312344 18.139082  0.11
H: 20.347584 22.552236 19.172228  0.11
H: 18.879947 23.146712 17.232382  0.09
H: 19.249328 21.484524 16.869143  0.04
H: 20.151479 22.776184 16.050235  0.08
C: 16.902415 21.750798 15.011630  -0.06
C: 16.891080 20.465122 14.149300  -0.21
N: 18.191818 20.226907 13.345854  -0.14
C: 19.174374 19.639845 14.311495  -0.24
C: 20.663800 19.737005 14.047030  -0.09
C: 17.926524 19.349644 12.227964  -0.30
C: 17.190668 20.062582 11.092218  -0.07
H: 16.879225 22.523808 14.310472  0.06
H: 17.755706 21.881486 15.665281  0.02
H: 15.982719 21.850427 15.591430  0.06
H: 16.730570 19.600668 14.801544  0.08
H: 16.052371 20.451996 13.452834  0.08
H: 18.948183 20.070303 15.268866  0.06
H: 18.908036 18.538184 14.354215  0.11
H: 21.302274 19.401824 14.838873  0.03
H: 21.094201 19.170450 13.222888  0.06
H: 20.916686 20.780228 13.855774  0.08
H: 17.479543 18.383284 12.492831  0.11
H: 18.885893 18.949973 11.828813  0.12
H: 16.197810 20.405698 11.566045  0.09
H: 17.102938 19.400105 10.260459  0.06
H: 17.757161 20.923318 10.880302  0.05
C: 14.991062 10.335218 11.229598  -0.11
C: 15.058961 11.235642 12.404034  -0.28
N: 13.842197 12.019747 12.766201  -0.13
C: 14.074092 12.911630 13.901126  -0.31
C: 14.315483 12.184625 15.165544  -0.10
C: 13.427083 12.845894 11.547793  -0.22
C: 14.489456 13.652495 10.778225  -0.09
H: 14.226169 9.554955 11.389073  0.08
H: 15.968102 9.739938 11.073060  0.11
H: 14.663163 10.686615 10.271568  0.05
H: 15.330425 10.648601 13.279838  0.10
H: 15.950957 11.960661 12.209520  0.11
H: 14.895646 13.626592 13.819357  0.10
H: 13.192726 13.468341 14.177232  0.10
H: 13.486374 11.480150 15.423748  0.10
H: 15.290466 11.709938 15.180526  0.05
H: 14.385186 12.894532 16.022918  0.06
H: 12.588415 13.488125 11.836706  0.11
H: 12.927632 12.244550 10.793348  0.10
H: 13.955348 14.106455 9.953412  0.07
H: 15.281202 13.100048 10.325534  0.05
H: 14.886197 14.501444 11.387803  0.08
C: 15.802214 16.488664 15.147019  -0.05
C: 14.228824 16.374790 15.128246  -0.22
N: 13.651126 17.633195 14.679036  -0.19
C: 13.759679 18.581087 15.795340  -0.28
C: 13.595843 20.023439 15.387026  -0.07
C: 12.315569 17.565425 14.169903  -0.23
C: 11.207959 17.052026 15.187446  -0.04
H: 16.147025 16.364576 14.084514  0.07
H: 16.243089 15.644414 15.719753  0.05
H: 16.171883 17.433125 15.573341  0.03
H: 13.930051 15.583984 14.386338  0.10
H: 13.845042 16.065286 16.088759  0.09
H: 13.091918 18.294528 16.618379  0.09
H: 14.752890 18.427543 16.163007  0.07
H: 14.112437 20.797313 16.100253  0.10
H: 14.136532 20.064109 14.431606  0.06
H: 12.523172 20.196347 15.275094  0.07
H: 12.372076 16.962753 13.282854  0.10
H: 11.980291 18.504136 13.729460  0.11
H: 11.336311 15.978964 15.442508  0.08
H: 10.275763 17.276500 14.743789  0.05
H: 11.277302 17.597787 16.085238  0.03
C: 23.127371 13.218608 14.822976  -0.06
C: 23.818545 11.925877 15.287398  -0.26
N: 23.639107 10.772044 14.454279  -0.20
C: 22.421116 10.061597 14.917148  -0.22
C: 22.700673 9.181849 16.130529  -0.09
C: 24.774374 9.972760 14.275528  -0.30
C: 25.751567 10.519706 13.224437  -0.07
H: 23.541708 14.055518 15.321980  0.03
H: 22.032762 13.281761 15.004000  0.07
H: 23.315222 13.329570 13.764003  0.07
H: 24.927508 12.080806 15.356357  0.09
H: 23.541951 11.729581 16.407396  0.13
H: 21.606445 10.835450 15.117964  0.12
H: 22.040390 9.377397 14.132159  0.11
H: 23.521445 8.593154 16.091595  0.02
H: 22.673563 9.718767 17.077178  0.06
H: 21.811130 8.456048 16.218923  0.10
H: 24.478471 8.955230 14.020825  0.12
H: 25.274252 9.830327 15.201391  0.09
H: 26.623316 9.899836 13.076321  0.06
H: 26.084797 11.540650 13.478607  0.07
H: 25.268043 10.536936 12.217725  0.08
C: 26.610921 15.063124 19.850367  -0.08
C: 25.915286 13.676821 19.909205  -0.27
N: 26.557509 12.730656 19.011760  -0.18
C: 25.885492 11.439831 19.060833  -0.26
C: 25.834818 10.732977 20.448352  -0.07
C: 26.498535 13.223198 17.620214  -0.25
C: 27.201749 12.340979 16.595261  -0.09
H: 26.411483 15.616623 18.924456  0.05
H: 27.685108 14.829187 19.831120  0.08
H: 26.287788 15.769752 20.708687  0.09
H: 26.048841 13.306380 20.887783  0.09
H: 24.828085 13.706201 19.680630  0.10
H: 24.818925 11.496758 18.826635  0.10
H: 26.333470 10.804550 18.322578  0.09
H: 25.387494 9.770062 20.374914  0.05
H: 26.820483 10.553297 20.904670  0.08
H: 25.196494 11.362625 21.124596  0.07
H: 27.045103 14.159114 17.647013  0.10
H: 25.416742 13.353570 17.363877  0.11
H: 26.701375 11.387895 16.403789  0.04
H: 28.224509 12.222921 16.995941  0.10
H: 27.215275 12.853628 15.644584  0.07
C: 19.821549 15.676369 13.589336  -0.07
C: 19.557803 14.869373 12.301943  -0.24
N: 19.598704 13.460995 12.487528  -0.20
C: 18.404445 13.034981 13.221460  -0.28
C: 18.450816 11.640556 13.720275  -0.08
C: 19.664617 12.656907 11.324064  -0.26
C: 20.894735 12.972587 10.443679  -0.08
H: 18.852241 15.960024 14.100184  0.07
H: 20.288926 16.628567 13.440929  0.05
H: 20.328511 15.194012 14.373343  0.03
H: 18.601970 15.221116 11.870874  0.12
H: 20.310928 15.107816 11.486250  0.12
H: 18.528860 13.671979 14.081775  0.09
H: 17.512802 13.268042 12.711203  0.08
H: 19.506126 11.487339 14.004676  0.08
H: 17.702261 11.382801 14.505671  0.07
H: 18.153038 10.948896 12.864196  0.08
H: 18.679535 12.744779 10.727010  0.14
H: 19.732081 11.591888 11.616585  0.11
H: 20.832910 13.833246 9.827798  0.05
H: 21.045397 12.159357 9.791926  0.05
H: 21.788314 13.092918 11.015256  0.06
C: 21.469022 11.776682 20.271503  -0.07
C: 20.871045 12.391871 21.555249  -0.24
N: 21.101845 13.838987 21.776295  -0.13
C: 20.407033 14.360837 23.033052  -0.24
C: 18.863887 14.359060 22.979837  -0.08
C: 22.535496 14.090451 22.017494  -0.26
C: 22.977812 15.482699 21.491305  -0.06
H: 20.941056 12.026506 19.291102  0.07
H: 21.461361 10.663402 20.284265  0.08
H: 22.486663 12.016295 20.121882  0.02
H: 19.773036 12.121025 21.686138  0.11
H: 21.228700 11.801492 22.363546  0.09
H: 20.714730 13.746589 23.870057  0.10
H: 20.758143 15.358941 23.359923  0.11
H: 18.360364 14.722325 23.945465  0.10
H: 18.609174 14.962146 22.103394  0.05
H: 18.451863 13.362081 22.909137  0.03
H: 23.117957 13.364749 21.537918  0.06
H: 22.850138 14.033676 23.065073  0.11
H: 22.916361 15.543781 20.395293  0.05
H: 24.003536 15.620237 21.789663  0.06
H: 22.356312 16.248007 21.899712  0.04
C: 22.644417 16.891454 17.620547  -0.06
C: 22.843552 15.494893 17.868566  -0.06
C: 21.881253 14.545960 17.565466  -0.03
C: 20.639296 15.004998 17.163518  -0.14
C: 20.354853 16.346621 16.898361  0.01
C: 21.375866 17.282805 17.192328  -0.06
N: 19.524486 14.040461 16.909713  -0.32
O: 18.347855 14.353075 16.732966  0.05
O: 19.878711 12.897505 16.855801  0.06
H: 23.334055 17.734654 17.720420  0.08
H: 23.868496 15.136104 18.178383  0.11
H: 22.038783 13.505882 17.791910  0.10
H: 19.433730 16.588342 16.431777  0.09
H: 21.211405 18.347497 17.038252  0.09
C: 15.469345 14.685064 18.591434  -0.07
C: 14.160583 14.263265 18.554397  -0.07
C: 13.080109 15.136845 18.740208  0.00
C: 13.367029 16.442587 19.067722  -0.13
C: 14.727905 16.933853 19.135194  0.01
C: 15.743083 16.035013 18.886714  -0.04
N: 12.283948 17.441608 19.237692  -0.34
O: 12.588666 18.629497 19.319567  0.06
O: 11.143370 17.010109 19.274037  0.07
H: 16.266577 13.999896 18.475344  0.07
H: 13.930958 13.240860 18.312158  0.10
H: 12.071704 14.833262 18.888959  0.11
H: 14.827927 18.004042 19.234345  0.09
H: 16.768920 16.405907 18.848216  0.09
C: 18.113120 9.960970 18.684404  -0.08
C: 17.227295 10.991811 18.356013  -0.03
C: 16.580006 11.653113 19.367015  0.02
C: 16.822258 11.152503 20.647235  -0.16
C: 17.540463 10.060774 20.987867  0.01
C: 18.245479 9.464687 19.934584  -0.06
N: 16.056365 11.769541 21.701830  -0.37
O: 15.186666 12.539984 21.322162  0.07
O: 16.258830 11.478294 22.824865  0.11
H: 18.628423 9.468915 17.918130  0.09
H: 17.153030 11.289721 17.316117  0.10
H: 15.891598 12.411231 19.330125  0.04
H: 17.517919 9.680971 21.979985  0.12
H: 18.882669 8.583574 20.113359  0.12
C: 24.320215 17.069709 11.513247  -0.06
C: 23.754747 16.478098 12.604696  -0.08
C: 24.183512 16.766545 13.878785  -0.02
C: 25.106801 17.742564 14.134192  -0.15
C: 25.573312 18.485562 13.048449  -0.01
C: 25.264417 18.082570 11.759035  -0.07
N: 25.538327 18.040651 15.502114  -0.34
O: 25.943253 19.154572 15.776352  0.09
O: 25.278731 17.171449 16.303177  0.06
H: 24.065471 16.855363 10.500500  0.10
H: 22.910789 15.738283 12.534848  0.12
H: 23.676499 16.350548 14.770803  0.12
H: 26.207862 19.374754 13.079064  0.12
H: 25.702668 18.616015 10.892708  0.12

Atoms 1-3, force components in eV/Å:
0.03 1.13 0.77
-0.34 -0.31 -0.81
-0.45 0.32 1.35

Values from the calculation:
LUMO level	-0.831	eV
highest occupied orbital energy	-0.30332	Ha

***

# 2
Entry from the OMol25 dataset: the molecule C4H10O in a non-equilibrium geometry (ωB97M-V with the def2-TZVPD basis set).

Last column: natural (NBO) charge in e.
Positions of all 15 atoms, in Å:
C: -0.679103 -0.775560 -1.775127  -0.61
C: -0.611738 -0.409469 -0.292932  -0.49
C: 0.407541 0.609638 0.180748  0.10
C: -0.052603 1.561849 1.269407  -0.63
O: 1.412752 -0.324826 0.903213  -0.78
H: 0.330472 -0.813803 -2.201899  0.20
H: -1.276108 -0.105939 -2.409883  0.20
H: -1.107342 -1.778947 -1.876964  0.21
H: -1.603476 -0.319766 0.175277  0.20
H: 0.035661 -1.124427 0.286147  0.28
H: 0.948651 1.114481 -0.625305  0.18
H: -0.658214 2.402833 0.905207  0.22
H: -0.650514 1.017533 2.009558  0.21
H: 0.835939 1.956060 1.763274  0.22
H: 2.070816 -0.711814 0.298304  0.47

Atoms 1-3, force components in eV/Å:
0.11 -0.06 0.03
0.45 -0.72 0.43
1.13 -0.46 0.62

Values from the calculation:
structure (SMILES)	CC[C@@H](C)O
LUMO level	1.035	eV
energy relative to the best compared isomer or geometry (same formula, charge and spin)	127.5	kJ/mol
highest occupied orbital energy	-0.36741	Ha

***

# 3
Entry from the OMol25 dataset: a structure of composition C11H24N4NaO3V in a non-equilibrium geometry (ωB97M-V with the def2-TZVPD basis set).

Last column: natural (NBO) charge in e.
Positions of all 44 atoms, in Å:
N: -1.907543 -0.756736 -0.052765  -0.77
C: -2.777013 -1.690835 -0.070159  0.87
O: -3.831196 -2.074074 0.615701  -0.47
Na: -2.647483 -1.127887 2.155963  0.97
V: -0.329771 0.121904 -0.088756  1.42
N: -0.055830 1.735428 -1.021503  -0.38
N: 0.730309 -0.949153 -1.195263  -0.37
C: -0.513814 2.254598 -2.327230  0.07
C: 0.523727 -2.183121 -1.959860  0.07
C: -0.595658 3.754672 -2.378844  -0.63
C: 0.492296 1.843116 -3.364880  -0.61
C: -1.862694 1.656100 -2.648919  -0.61
C: 0.275110 -3.297810 -0.959436  -0.59
C: 1.740759 -2.554128 -2.802147  -0.63
C: -0.689423 -1.966241 -2.860599  -0.61
H: -1.255006 4.182549 -1.635641  0.23
H: -1.002716 4.105814 -3.325353  0.26
H: 0.351674 4.280887 -2.256418  0.23
H: 1.460038 2.341057 -3.253071  0.23
H: 0.112403 2.007098 -4.378121  0.26
H: 0.691509 0.777398 -3.288963  0.19
H: -1.729840 0.559765 -2.805493  0.21
H: -2.223836 2.126438 -3.596827  0.27
H: -2.574534 1.813901 -1.807654  0.22
H: 1.159517 -3.435348 -0.299969  0.24
H: 0.070586 -4.242192 -1.500528  0.26
H: -0.615956 -3.062109 -0.332025  0.18
H: 2.624045 -2.809841 -2.187160  0.23
H: 2.013168 -1.732973 -3.485157  0.23
H: 1.473312 -3.434409 -3.417315  0.26
H: -0.870089 -2.926974 -3.387143  0.26
H: -0.454296 -1.150075 -3.590257  0.23
H: -1.582405 -1.696771 -2.244907  0.19
C: 0.828554 2.602296 -0.251189  -0.47
H: 0.894256 2.157223 0.767944  0.21
H: 1.908490 2.708432 -0.545954  0.26
H: 0.438497 3.634677 -0.170327  0.29
C: 2.114869 -0.652797 -0.833705  -0.48
H: 2.163353 0.091012 -0.020709  0.24
H: 2.699667 -1.524476 -0.445191  0.27
H: 2.669398 -0.218776 -1.695328  0.25
O: -0.742116 -0.268210 2.787098  -0.48
N: 0.225363 0.034488 1.817181  0.21
O: 1.466917 -0.130618 2.142380  -0.22

Atoms 1-3, force components in eV/Å:
-2.68 -3.97 -1.69
-4.74 2.88 5.95
6.48 0.73 -5.87

Values from the calculation:
net charge	+2
LUMO level (alpha / beta)	-10.594 / -10.621	eV
highest occupied orbital energy (alpha / beta)	-0.59448 / -0.59323	Ha